222
Properties=species:S:1:pos:R:3:forces:R:3:mulliken_charge:R:1 method="wB97M-V/def2-TZVPD" homo_energy_ev=-7.16 molar_mass_g_mol=2253.36 lumo_energy_ev=-2.57 de_lowest_ev=14.744 orbital_gap_ha=0.1688 charge=0
C -13.350 -28.760 9.591 -0.2 -0.7 0.6 -1.26
C -14.779 -28.828 10.088 -1.0 0.7 -0.4 -0.31
N -15.492 -27.507 10.108 1.4 2.0 -0.7 0.15
C -16.829 -27.328 10.291 -0.5 3.4 0.4 -0.41
C -17.073 -25.901 10.281 2.0 -2.3 -0.6 -0.50
N -15.802 -25.280 10.023 -2.7 -5.1 0.7 0.14
C -14.919 -26.286 9.921 -0.1 0.4 0.2 -0.20
C -15.524 -23.905 9.908 0.7 1.5 0.1 -0.83
H -12.926 -29.730 9.853 0.2 0.0 0.2 0.38
H -12.827 -28.010 10.184 0.4 0.0 -0.5 0.39
H -13.222 -28.721 8.510 -0.2 0.7 0.1 0.33
H -14.843 -29.195 11.113 0.1 -0.1 -0.1 0.34
H -15.421 -29.427 9.442 0.2 -0.3 0.1 0.37
H -17.423 -28.206 10.496 -0.4 0.4 -0.1 0.43
H -17.972 -25.305 10.330 0.0 -0.2 0.2 0.59
H -13.895 -26.015 9.711 0.1 -0.7 0.1 0.36
H -16.310 -23.328 10.396 0.0 0.0 -0.2 0.37
H -15.397 -23.634 8.860 -0.2 0.2 0.1 0.32
H -14.590 -23.744 10.447 0.0 0.4 -0.1 0.35
C -5.933 -19.650 14.102 -0.4 -1.2 -0.1 -1.09
C -4.685 -18.951 14.625 -0.2 0.3 0.2 -0.53
N -4.565 -17.640 13.947 0.1 2.7 1.1 0.19
C -4.183 -17.447 12.668 1.4 2.4 -1.7 -0.14
C -3.877 -16.087 12.461 -2.1 -1.1 1.7 -0.48
N -4.282 -15.428 13.666 0.7 -3.9 -1.4 0.14
C -4.658 -16.373 14.514 0.2 -1.5 0.0 -0.23
C -4.228 -14.050 13.930 -0.4 2.3 0.2 -0.79
H -6.197 -20.587 14.591 0.6 -0.1 0.5 0.38
H -5.797 -19.983 13.073 0.1 0.4 -0.2 0.35
H -6.894 -19.137 14.146 0.4 0.8 0.1 0.33
H -3.748 -19.490 14.486 -0.2 -0.2 -0.9 0.33
H -4.568 -18.793 15.697 -1.0 0.4 0.1 0.38
H -4.126 -18.194 11.890 0.1 -0.3 0.4 0.40
H -3.688 -15.506 11.570 0.2 -0.2 0.1 0.37
H -4.958 -16.154 15.528 0.0 -0.3 0.0 0.42
H -4.167 -13.549 12.964 0.2 0.2 0.3 0.27
H -3.433 -13.739 14.608 0.3 -0.3 -0.3 0.31
H -5.139 -13.712 14.424 -0.2 -0.1 -0.2 0.40
C -11.124 -12.645 12.742 -0.2 0.5 1.2 -1.05
C -12.096 -12.718 11.597 -0.5 0.0 -0.4 -0.50
N -13.325 -13.555 11.880 -0.7 -1.2 -1.7 0.27
C -14.307 -13.257 12.838 -1.1 -2.6 -1.8 -0.57
C -15.297 -14.282 12.673 1.4 2.0 0.7 -0.43
N -14.876 -15.138 11.716 3.0 1.5 -2.0 0.25
C -13.742 -14.644 11.113 -0.2 1.2 3.4 -0.44
C -15.486 -16.344 11.244 -2.3 -0.6 0.6 -0.87
H -10.093 -12.599 12.393 -0.2 0.3 0.0 0.32
H -11.150 -13.457 13.469 -0.3 -0.3 -0.3 0.27
H -11.408 -11.756 13.305 0.6 0.1 0.2 0.39
H -11.508 -13.002 10.724 -0.9 -0.9 -0.3 0.35
H -12.472 -11.728 11.339 0.0 0.0 0.2 0.38
H -14.291 -12.335 13.400 0.0 -0.2 0.1 0.62
H -16.306 -14.405 13.037 0.3 0.1 0.5 0.48
H -13.230 -15.077 10.267 0.1 0.0 0.2 0.48
H -15.257 -17.246 11.812 1.1 0.1 -0.3 0.33
H -15.431 -16.430 10.159 0.1 -0.1 0.3 0.35
H -16.522 -16.262 11.575 -0.4 0.1 -0.7 0.36
C -23.343 -11.479 19.505 0.6 0.4 0.2 -0.99
C -22.070 -10.944 18.938 -0.9 3.4 0.4 0.56
O -21.852 -9.745 18.890 0.7 -3.5 -0.5 -0.42
N -21.123 -12.030 18.423 1.2 2.4 -0.3 -0.09
H -21.040 -12.670 19.200 0.3 -0.7 -0.1 0.41
H -21.585 -12.418 17.614 -0.6 -1.1 -0.1 0.28
C -19.815 -11.456 17.802 -0.8 -0.6 0.1 -0.75
H -23.146 -12.384 20.081 -0.5 -0.1 -0.2 0.38
H -24.064 -11.578 18.694 -0.1 -0.5 0.0 0.31
H -23.696 -10.666 20.139 -0.1 -0.3 0.1 0.33
H -19.356 -10.682 18.417 -0.5 0.0 -0.1 0.37
H -20.228 -11.116 16.852 0.7 0.5 0.1 0.27
H -19.100 -12.261 17.632 -0.3 -0.1 0.1 0.36
C -11.428 -17.475 16.239 -1.2 -0.1 -0.8 -0.92
C -10.939 -18.481 17.173 4.1 0.1 1.1 0.56
O -9.792 -18.379 17.566 -2.5 -1.4 0.1 -0.47
N -11.804 -19.671 17.632 0.2 1.7 0.7 -0.08
H -12.698 -19.478 17.203 -1.3 0.3 0.6 0.26
H -11.585 -20.542 17.171 0.9 -0.4 -0.1 0.39
C -11.829 -19.932 19.177 -0.5 -1.1 -1.3 -0.76
H -12.344 -17.765 15.725 -0.1 0.3 0.0 0.37
H -10.603 -17.355 15.537 -0.2 0.2 -0.1 0.32
H -11.552 -16.535 16.777 -0.2 0.0 0.0 0.29
H -10.917 -20.490 19.389 -0.1 0.3 0.1 0.33
H -12.697 -20.590 19.227 0.1 0.0 0.5 0.38
H -11.967 -19.083 19.847 0.1 0.3 -0.8 0.33
C -13.350 -13.906 5.046 -0.5 1.5 -0.4 -0.92
C -13.924 -13.959 3.646 -0.2 -1.3 -0.1 0.63
O -13.813 -14.847 2.863 -0.1 1.3 0.5 -0.40
N -14.903 -12.784 3.231 1.7 0.1 0.0 -0.14
H -15.806 -13.017 3.619 -1.0 -0.5 -0.5 0.32
H -14.707 -11.945 3.758 0.7 0.5 0.3 0.30
C -14.830 -12.438 1.737 -1.1 0.0 1.3 -0.80
H -12.285 -14.135 5.014 -0.3 -0.6 0.1 0.33
H -13.986 -14.478 5.723 0.3 -0.6 -0.2 0.32
H -13.426 -12.902 5.462 0.1 0.3 -0.2 0.29
H -15.364 -13.261 1.262 0.5 0.3 -0.5 0.35
H -13.796 -12.235 1.458 -0.1 -0.6 0.1 0.35
H -15.357 -11.486 1.664 -0.2 -0.2 -0.3 0.38
C -22.913 -6.565 14.167 -0.5 -0.7 -0.1 -1.50
C -22.265 -7.095 12.882 1.8 1.6 -0.3 -0.26
C -21.399 -8.361 12.906 -1.7 -0.1 0.1 -0.76
N -21.087 -8.949 11.537 -1.5 -0.3 -1.4 0.43
C -20.296 -10.236 11.727 0.0 1.2 0.0 -1.19
C -20.449 -7.955 10.534 0.3 0.2 0.7 -0.55
C -21.132 -8.125 9.202 2.9 0.2 -1.5 -0.64
C -22.464 -8.522 9.489 -2.7 -1.8 1.8 -0.35
C -22.397 -9.351 10.772 -0.7 -0.2 0.2 -0.76
H -22.169 -6.264 14.904 0.0 -0.4 0.1 0.34
H -23.644 -7.264 14.573 0.1 0.0 0.3 0.37
H -23.462 -5.650 13.946 0.0 0.0 -0.3 0.39
H -21.498 -6.328 12.771 -0.2 0.5 -0.9 0.27
H -22.928 -7.054 12.018 -0.1 -0.1 0.2 0.23
H -22.066 -9.090 13.366 0.7 -0.6 0.3 0.51
H -20.480 -8.148 13.452 0.0 -0.5 -0.1 0.57
H -20.834 -10.787 12.499 0.3 -0.2 -0.2 0.41
H -19.300 -9.920 12.039 0.0 -0.3 0.2 0.40
H -20.247 -10.787 10.788 -0.1 0.1 0.1 0.49
H -19.382 -8.178 10.522 -0.1 0.4 0.1 0.33
H -20.690 -6.941 10.851 0.5 -0.2 0.6 0.25
H -20.595 -8.862 8.605 0.0 -0.1 -0.1 0.29
H -21.205 -7.228 8.586 0.8 0.2 0.2 0.39
H -22.842 -9.231 8.751 -0.6 0.8 -0.3 0.30
H -23.079 -7.661 9.750 -0.4 -0.1 -0.7 0.30
H -22.438 -10.413 10.532 0.8 -0.1 0.3 0.50
H -23.309 -9.211 11.352 0.4 0.3 0.5 0.26
C -7.640 -7.366 9.440 -0.2 -0.5 -0.2 -1.43
C -7.887 -5.991 8.833 1.7 0.9 0.3 -0.17
C -6.633 -5.446 8.061 -1.6 0.4 -0.7 -0.75
N -6.842 -4.020 7.440 -0.4 -1.0 -1.0 0.23
C -8.033 -4.026 6.416 -0.3 0.3 1.4 -1.05
C -5.567 -3.694 6.687 -0.3 1.9 -0.2 -0.66
C -5.535 -2.116 6.620 0.4 -1.5 -0.5 -0.64
C -6.114 -1.733 7.943 -2.1 1.0 1.0 -0.61
C -6.987 -2.916 8.483 1.1 -0.2 -0.4 -0.59
H -7.653 -8.175 8.709 -0.3 0.1 -0.2 0.38
H -8.440 -7.520 10.164 0.1 -0.3 0.0 0.38
H -6.691 -7.502 9.959 0.0 0.5 0.1 0.37
H -8.051 -5.330 9.685 -0.2 0.2 -0.1 0.34
H -8.775 -5.971 8.202 0.1 -0.1 0.0 0.34
H -6.472 -6.082 7.190 0.2 0.0 0.0 0.34
H -5.689 -5.340 8.594 -0.4 -0.3 0.4 0.42
H -8.977 -4.186 6.937 0.3 -0.3 0.5 0.40
H -7.990 -4.814 5.664 0.7 0.1 0.1 0.37
H -8.209 -3.040 5.986 0.8 0.0 -0.2 0.38
H -5.607 -4.171 5.707 0.3 -0.2 0.3 0.41
H -4.715 -3.976 7.306 -0.1 -0.4 -0.2 0.43
H -6.114 -1.717 5.788 -0.1 -0.2 0.0 0.34
H -4.515 -1.753 6.488 0.0 -0.2 0.0 0.37
H -6.778 -0.877 7.828 0.1 0.2 -0.1 0.28
H -5.422 -1.427 8.728 0.3 -0.3 -0.3 0.37
H -8.050 -2.781 8.682 0.2 0.3 -0.1 0.41
H -6.456 -3.206 9.389 -0.5 -0.7 0.0 0.32
N -10.612 -17.756 8.289 2.2 2.5 3.4 -0.14
S -10.608 -19.074 7.578 -1.8 -6.2 -5.7 1.02
O -10.973 -20.273 8.376 1.1 2.4 -1.6 -0.57
O -9.578 -19.209 6.522 -2.6 0.1 2.2 -0.58
F -12.020 -18.707 6.845 0.8 -0.7 -0.4 -0.30
S -9.574 -18.127 9.450 2.5 0.7 3.9 1.02
O -8.265 -18.725 9.089 -2.7 2.0 0.3 -0.58
O -10.173 -18.668 10.644 0.0 -0.1 -0.7 -0.58
F -9.345 -16.596 10.027 0.5 -0.7 -1.2 -0.29
N -6.465 -7.563 15.910 -2.4 -1.7 2.8 -0.19
S -7.593 -6.595 15.492 0.2 6.9 -4.8 1.02
O -7.778 -5.366 16.265 -0.3 -2.4 -0.4 -0.57
O -8.657 -7.063 14.622 0.5 -0.3 1.8 -0.55
F -6.567 -6.015 14.346 -0.1 0.6 -0.6 -0.37
S -7.433 -8.423 16.919 2.2 -3.7 3.7 1.09
O -7.794 -9.681 16.325 -1.3 0.7 -0.3 -0.58
O -8.265 -7.798 17.964 1.5 -0.8 -2.8 -0.53
F -6.163 -9.007 17.752 0.0 0.6 0.6 -0.33
N -22.015 -21.991 8.777 4.9 4.2 0.5 -0.16
S -23.227 -22.533 9.369 -11.2 -4.9 0.1 1.06
O -24.401 -21.644 9.647 3.4 -1.7 0.5 -0.60
O -23.002 -23.725 10.154 -0.5 0.8 0.4 -0.61
F -23.801 -23.178 8.021 0.1 -0.4 -0.7 -0.32
S -21.584 -21.134 10.114 5.0 3.0 2.0 1.03
O -21.039 -21.982 11.243 -2.1 2.5 -3.0 -0.57
O -22.225 -19.827 10.338 0.7 -3.4 0.0 -0.52
F -20.210 -20.615 9.420 0.0 -0.4 0.3 -0.31
N -14.040 -8.962 5.031 -2.2 0.5 2.4 -0.12
S -12.702 -8.287 5.059 8.4 4.3 -5.7 1.08
O -11.590 -8.973 5.649 -0.5 0.0 1.2 -0.59
O -12.609 -6.796 4.994 -0.9 -3.4 1.1 -0.63
F -12.283 -8.620 3.483 -0.9 0.0 0.3 -0.38
S -14.471 -8.395 6.532 -2.5 0.0 4.4 0.96
O -15.037 -7.064 6.678 1.3 -1.7 -1.0 -0.56
O -13.702 -8.902 7.697 -0.9 1.0 -3.0 -0.54
F -15.713 -9.307 6.524 -1.6 -0.9 0.3 -0.22
N -23.042 -13.700 14.999 3.0 -2.7 -0.6 -0.11
S -24.478 -13.602 14.596 -7.2 2.7 -3.4 0.99
O -25.526 -14.093 15.462 1.3 -0.1 -0.3 -0.63
O -24.738 -13.655 13.136 0.8 -0.3 2.7 -0.60
F -24.609 -12.019 14.862 0.2 0.8 0.4 -0.31
S -22.677 -15.186 14.253 0.3 -2.9 -0.6 0.94
O -21.627 -15.059 13.240 -2.0 0.1 2.0 -0.53
O -23.779 -16.208 14.081 3.5 3.8 0.6 -0.50
F -21.955 -15.646 15.588 0.6 -0.7 -0.2 -0.24
N -15.905 -19.181 16.827 0.9 2.9 3.4 -0.08
S -17.085 -19.777 16.139 -6.2 -5.7 -6.9 0.86
O -17.731 -18.952 15.102 0.9 -0.8 2.4 -0.54
O -17.921 -20.716 16.890 1.3 1.9 -0.7 -0.58
F -16.321 -20.791 15.161 1.0 -0.3 0.2 -0.32
S -16.856 -18.099 17.706 1.2 2.1 3.0 1.02
O -17.761 -18.610 18.724 1.4 0.6 -2.0 -0.54
O -17.193 -16.935 16.935 0.3 -0.8 0.8 -0.51
F -15.597 -17.634 18.621 0.0 0.1 -0.2 -0.30
N -15.617 -8.463 15.507 2.4 -1.8 3.8 -0.24
S -15.721 -6.971 15.301 1.2 6.1 -3.3 1.08
O -14.530 -6.117 15.477 -1.8 -1.8 1.0 -0.57
O -16.987 -6.388 15.624 -0.3 -0.2 0.2 -0.63
F -15.693 -6.988 13.694 -0.8 -0.3 -0.4 -0.30
S -14.584 -8.446 16.896 2.0 -3.5 0.1 1.02
O -15.041 -7.805 18.107 0.0 -0.2 -1.7 -0.55
O -13.154 -8.554 16.621 -2.5 1.0 0.0 -0.49
F -14.878 -10.030 17.174 -0.4 0.4 0.1 -0.31
N -18.989 -13.834 4.772 -0.5 -0.5 4.3 -0.18
S -20.160 -14.460 4.013 -4.2 -1.7 -7.1 1.07
O -21.516 -13.900 4.129 2.6 -0.7 0.4 -0.58
O -20.067 -15.887 3.802 -0.2 1.1 0.2 -0.58
F -19.681 -13.900 2.577 0.1 0.3 -0.2 -0.32
S -19.661 -14.431 6.225 2.0 -0.4 6.1 0.97
O -19.712 -15.881 6.453 -0.1 2.9 -1.2 -0.51
O -20.624 -13.575 6.887 0.4 -0.8 -1.7 -0.54
F -18.393 -14.056 7.206 0.4 0.0 -1.0 -0.33